(1)
The following is a DFT calculation (ωB97M-V with the def2-TZVPD basis set) of C28H31N2O2PtSSi2 as an isolated structure at a distorted geometry.

Summary:
LUMO = -5.16 eV
Energy relative to the best compared isomer or geometry (same formula, charge and spin) = 153.97 kJ/mol
Total charge = +1

Each line ends with the Löwdin charge.
CARTESIAN COORDINATES (ANGSTROEM)
Pt: 0.06 -0.81 0.36  1.259
S: 4.43 -1.55 1.28  1.181
C: 4.44 -1.35 -0.45  -0.436
C: 5.53 -1.19 -1.30  -0.067
C: 5.29 -1.18 -2.66  -0.056
C: 4.00 -1.34 -3.16  -0.053
C: 2.91 -1.48 -2.32  -0.013
C: 3.13 -1.44 -0.95  -0.293
N: 2.18 -1.59 0.04  0.006
C: 2.70 -1.68 1.23  -0.526
C: 1.85 -1.87 2.39  -0.241
C: 2.31 -2.31 3.63  -0.015
C: 1.40 -2.59 4.63  -0.040
C: 0.04 -2.42 4.40  -0.033
C: -0.42 -1.94 3.18  -0.077
C: 0.49 -1.66 2.19  -0.166
H: 6.53 -1.11 -0.90  0.118
H: 6.12 -1.07 -3.34  0.116
H: 3.85 -1.38 -4.24  0.117
H: 1.92 -1.64 -2.71  0.095
H: 3.38 -2.44 3.79  0.113
H: 1.75 -2.96 5.58  0.119
H: -0.67 -2.67 5.18  0.121
H: -1.48 -1.83 3.01  0.115
C: -0.80 1.42 2.56  -0.177
Si: 0.07 2.37 1.18  0.482
C: -1.07 3.71 0.53  -0.166
C: 1.73 3.05 1.80  -0.170
C: 0.68 1.15 -0.20  -0.360
Si: 0.34 1.63 -2.03  0.498
C: -0.80 2.99 -2.67  -0.175
C: 2.06 2.34 -2.44  -0.160
C: -0.05 0.03 -2.98  -0.178
H: -1.30 2.11 3.25  0.045
H: -0.10 0.83 3.16  0.023
H: -1.57 0.75 2.17  0.012
H: -1.48 4.28 1.37  0.043
H: -1.90 3.29 -0.03  0.020
H: -0.54 4.42 -0.11  0.033
H: 1.58 3.75 2.62  0.038
H: 2.25 3.57 1.00  0.031
H: 2.37 2.25 2.16  0.030
H: 1.76 1.03 -0.08  0.010
H: -0.47 3.98 -2.37  0.032
H: -1.83 2.85 -2.36  0.014
H: -0.77 2.93 -3.76  0.048
H: 2.32 3.16 -1.76  0.034
H: 2.04 2.75 -3.45  0.042
H: 2.85 1.59 -2.38  0.020
H: -0.99 0.14 -3.51  0.043
H: -0.13 -0.84 -2.33  -0.015
H: 0.74 -0.15 -3.72  0.029
O: -1.92 -3.02 0.61  0.079
C: -2.55 -2.08 0.17  -0.440
N: -1.93 -0.92 -0.27  -0.015
C: -2.85 0.02 -0.68  -0.413
O: -2.58 1.14 -1.05  0.067
C: -4.20 -0.62 -0.56  -0.081
C: -5.45 -0.15 -0.89  0.015
C: -6.53 -0.99 -0.64  -0.045
C: -6.35 -2.25 -0.06  -0.047
C: -5.08 -2.72 0.26  0.015
C: -4.01 -1.90 -0.02  -0.087
H: -5.58 0.83 -1.31  0.126
H: -7.53 -0.67 -0.89  0.113
H: -7.22 -2.86 0.13  0.113
H: -4.94 -3.69 0.71  0.127

(2)
The following is a DFT calculation (ωB97M-V with the def2-TZVPD basis set) of a 3-piece molecular cluster, C26H48F3NO10 overall.

Summary:
LUMO = 0.49 eV
SMILES = CC[C@H](C)[C@]1(F)[C@](CCCCCOC)(OC[C@H](C)O)NC(=O)[C@@]1(F)CCCF.COC(=O)OC.COC(=O)OC
Energy relative to the best compared isomer or geometry (same formula, charge and spin) = 0.00 kJ/mol

Each line ends with the Löwdin charge.
CARTESIAN COORDINATES (ANGSTROEM)
C: 1.18 1.84 3.02  -0.088
C: -0.34 1.56 3.07  -0.192
C: -1.09 1.80 1.75  -0.254
C: -2.55 2.20 2.04  -0.026
C: -0.93 0.61 0.79  -0.231
F: 0.35 0.10 0.97  0.031
C: -1.13 0.98 -0.73  -0.338
C: -0.10 0.29 -1.66  -0.086
C: 1.21 1.03 -1.94  -0.172
C: 2.33 0.85 -0.92  -0.202
C: 3.65 1.48 -1.39  -0.164
C: 4.92 0.77 -0.91  -0.229
O: 5.74 0.29 -1.95  -0.191
C: 5.16 -0.77 -2.68  -0.103
O: -1.11 2.39 -0.87  -0.082
C: -1.39 2.91 -2.17  -0.125
C: -2.77 3.58 -2.32  -0.382
C: -3.47 3.85 -1.00  -0.027
O: -3.64 2.83 -3.17  -0.036
N: -2.50 0.48 -1.02  0.212
C: -3.08 -0.13 0.08  -0.412
O: -4.25 -0.31 0.24  0.123
C: -1.94 -0.54 1.00  -0.302
F: -2.36 -0.61 2.32  0.068
C: -1.43 -1.92 0.61  -0.080
C: -2.45 -3.01 0.92  -0.150
C: -2.11 -4.30 0.20  -0.204
F: -2.36 -4.14 -1.16  -0.059
H: 1.76 0.93 3.15  0.071
H: 1.47 2.56 3.78  0.069
H: 1.46 2.26 2.05  0.057
H: -0.80 2.22 3.81  0.111
H: -0.52 0.54 3.43  0.111
H: -0.62 2.66 1.27  0.135
H: -2.57 3.26 2.31  0.096
H: -3.21 2.09 1.18  0.062
H: -2.95 1.64 2.88  0.075
H: -0.61 0.11 -2.60  0.117
H: 0.14 -0.69 -1.25  0.109
H: 1.03 2.10 -2.07  0.104
H: 1.58 0.67 -2.91  0.118
H: 2.03 1.30 0.03  0.094
H: 2.47 -0.21 -0.71  0.110
H: 3.68 1.51 -2.49  0.109
H: 3.68 2.52 -1.06  0.113
H: 5.56 1.45 -0.34  0.119
H: 4.65 -0.06 -0.24  0.118
H: 5.93 -1.51 -2.90  0.074
H: 4.75 -0.42 -3.64  0.086
H: 4.36 -1.26 -2.12  0.087
H: -0.61 3.65 -2.39  0.133
H: -1.29 2.13 -2.93  0.125
H: -2.61 4.54 -2.82  0.138
H: -2.78 4.25 -0.25  0.088
H: -3.93 2.94 -0.61  0.070
H: -4.27 4.57 -1.16  0.089
H: -3.24 1.99 -3.41  0.077
H: -3.14 1.15 -1.43  0.126
H: -1.21 -1.94 -0.46  0.120
H: -0.50 -2.10 1.16  0.138
H: -2.50 -3.21 1.99  0.126
H: -3.45 -2.70 0.60  0.121
H: -2.71 -5.13 0.55  0.117
H: -1.05 -4.55 0.29  0.120
C: -5.45 0.22 3.40  -0.033
O: -6.03 1.52 3.52  0.006
C: -6.53 1.79 4.72  -0.625
O: -6.53 1.06 5.68  0.120
O: -7.04 3.03 4.70  -0.001
C: -7.62 3.45 5.94  -0.042
H: -5.09 0.15 2.38  0.066
H: -4.62 0.11 4.10  0.096
H: -6.19 -0.55 3.59  0.101
H: -6.87 3.45 6.73  0.096
H: -8.44 2.79 6.22  0.096
H: -7.98 4.46 5.77  0.092
C: 6.94 -7.41 -4.02  -0.038
O: 7.59 -6.20 -4.40  0.003
C: 7.90 -5.40 -3.39  -0.625
O: 7.68 -5.61 -2.22  0.122
O: 8.51 -4.32 -3.88  0.004
C: 8.91 -3.36 -2.89  -0.035
H: 6.75 -7.95 -4.94  0.093
H: 7.57 -8.00 -3.36  0.097
H: 6.00 -7.19 -3.51  0.097
H: 9.62 -3.80 -2.19  0.098
H: 8.04 -3.00 -2.33  0.087
H: 9.37 -2.55 -3.43  0.095

(3)
The following is a DFT calculation (ωB97M-V with the def2-TZVPD basis set) of C17H17FeN6O2 as an isolated structure.

Summary:
Multiplicity = 2
LUMO (spin up / spin down) = -8.32 / -7.94 eV
Expectation value of S² = 1.045
Energy relative to the best compared isomer or geometry (same formula, charge and spin) = 0.76 kJ/mol
Total charge = +2

Each line ends with the Mulliken spin population.
CARTESIAN COORDINATES (ANGSTROEM)
Fe: 0.52 -0.81 -0.36  1.516
C: 4.59 -1.46 0.61  0.000
C: 3.13 -1.24 0.52  0.007
N: 2.45 -0.96 -0.55  -0.006
O: 3.02 -0.83 -1.79  0.000
C: 2.26 -1.32 1.72  0.016
C: 2.67 -1.62 3.12  -0.013
N: 1.04 -1.10 1.37  -0.211
O: -0.08 -1.11 1.90  -0.291
H: 5.11 -1.40 -0.34  0.000
H: 4.79 -2.44 1.06  0.001
H: 5.02 -0.71 1.28  0.000
H: 3.81 -1.39 -1.85  -0.002
H: 3.71 -1.34 3.29  -0.002
H: 2.57 -2.69 3.32  0.005
H: 2.04 -1.08 3.82  0.000
N: 0.87 3.10 -1.20  0.001
C: 1.26 1.83 -1.22  0.010
N: 0.43 1.06 -0.53  -0.052
C: -0.57 1.90 -0.02  -0.002
C: -1.67 1.64 0.79  -0.002
C: -2.47 2.71 1.13  0.000
C: -2.18 4.01 0.68  0.001
C: -1.09 4.28 -0.11  0.000
C: -0.29 3.20 -0.45  -0.003
H: 1.35 3.86 -1.66  0.000
H: 2.14 1.49 -1.75  -0.003
H: -1.89 0.65 1.17  0.006
H: -3.33 2.55 1.76  0.000
H: -2.84 4.82 0.98  0.000
H: -0.86 5.29 -0.45  0.000
N: -4.66 -4.17 0.53  0.000
C: -4.09 -3.38 -0.08  0.002
C: -3.35 -2.40 -0.81  0.000
C: -3.87 -1.78 -1.95  0.000
C: -3.09 -0.83 -2.60  -0.002
C: -1.84 -0.53 -2.10  0.000
N: -1.34 -1.13 -1.01  0.008
C: -2.08 -2.05 -0.37  0.014
H: -4.85 -2.03 -2.30  0.000
H: -3.46 -0.32 -3.48  0.000
H: -1.22 0.22 -2.58  0.003
H: -1.66 -2.50 0.52  0.000

(4)
The following is a DFT calculation (ωB97M-V with the def2-TZVPD basis set) of one molecule with the formula C9H8O2 at a distorted geometry.

Summary:
LUMO = 0.47 eV
SMILES = O=C1CCc2ccccc2O1
Energy relative to the best compared isomer or geometry (same formula, charge and spin) = 279.76 kJ/mol

Each line ends with the Löwdin charge.
CARTESIAN COORDINATES (ANGSTROEM)
O: 0.93 1.41 3.24  0.158
C: 0.62 0.89 2.23  -0.376
C: 0.73 -0.65 2.24  -0.121
C: 0.83 -1.17 0.81  -0.148
C: 0.11 -0.31 -0.32  -0.158
C: -0.24 -0.98 -1.41  -0.057
C: -0.82 -0.24 -2.53  -0.059
C: -1.17 1.09 -2.36  -0.138
C: -0.89 1.73 -1.20  -0.034
C: -0.45 0.96 -0.07  -0.201
O: -0.23 1.44 1.19  0.065
H: 1.71 -1.13 2.65  0.134
H: -0.08 -1.32 2.96  0.194
H: 1.97 -1.16 0.61  0.137
H: 0.65 -2.26 0.75  0.114
H: 0.07 -1.94 -1.47  0.074
H: -0.82 -0.97 -3.43  0.128
H: -1.80 1.77 -3.00  0.126
H: -1.14 2.85 -0.90  0.162